Formula: C22H45N4O9
Source: the Open Molecules 2025 dataset
Level of theory: ωB97M-V/def2-TZVPD

Each line ends with the Mulliken charge.
Element x y z (Å)
1 C 6.45904 2.52643 2.13134  -0.80
2 C 6.23572 4.00226 1.46971  -0.53
3 C 5.40736 5.00279 2.39783  -0.36
4 C 3.82714 4.95182 2.18449  -0.21
5 O 3.40360 4.22876 0.97693  -0.43
6 N 2.47040 3.33024 1.35951  0.36
7 C 1.08483 3.44752 1.61001  -0.02
8 N 0.65639 2.11348 2.02464  -0.35
9 C 1.84148 1.32039 1.97292  0.33
10 N 2.06489 0.01275 2.21003  -0.39
11 N 2.97871 2.09036 1.53438  0.01
12 H 6.28928 1.78878 1.26056  0.25
13 H 5.69783 2.27213 2.95200  0.11
14 H 7.54046 2.36708 2.46082  0.36
15 H 7.29306 4.44805 1.39160  0.32
16 H 5.85664 3.94032 0.39457  0.33
17 H 5.78854 6.06645 2.19555  0.43
18 H 5.60371 4.78542 3.49536  0.18
19 H 3.29697 4.50153 3.08525  0.11
20 H 3.46329 6.04198 2.12890  0.34
21 H 0.47152 4.38978 1.50578  0.43
22 H 2.73697 -0.47276 1.59558  0.23
23 H 1.68722 -0.53778 2.98315  0.25
24 H 3.95145 1.79035 1.38893  0.22
25 O -5.95795 0.21195 0.62429  -0.58
26 C -4.92491 0.74656 0.29872  0.78
27 O -3.93626 0.90390 1.20209  -0.40
28 C -2.61484 1.34916 0.87666  -0.11
29 C -2.54600 2.86256 0.84683  -0.68
30 C -4.75485 1.32465 -1.07710  -0.98
31 H -2.26314 0.89291 -0.05193  0.13
32 H -1.96263 0.97617 1.66954  0.27
33 H -3.19691 3.28007 0.07656  0.33
34 H -1.52439 3.19789 0.65434  -0.01
35 H -2.87902 3.27841 1.80114  0.31
36 H -5.19168 2.32396 -1.10343  0.35
37 H -5.27910 0.68485 -1.78789  0.26
38 H -3.72073 1.36631 -1.41223  0.32
39 O 5.18744 3.06546 4.56829  -0.55
40 C 4.52843 3.09687 5.59001  0.65
41 O 4.77774 4.03118 6.51411  -0.36
42 C 3.94760 4.27706 7.66278  -0.39
43 C 4.31152 3.35204 8.80546  -1.00
44 C 3.49636 2.04261 5.87357  -0.76
45 H 2.88858 4.22496 7.39976  0.35
46 H 4.14035 5.30938 7.96125  0.32
47 H 4.14857 2.30455 8.54368  0.28
48 H 3.71663 3.58294 9.69135  0.37
49 H 5.36986 3.45423 9.05594  0.31
50 H 3.98586 1.16868 6.30487  0.32
51 H 3.02225 1.76075 4.93060  -0.09
52 H 2.69504 2.37625 6.52972  0.39
53 O -3.50398 0.01474 -3.59269  -0.58
54 C -3.58589 -1.19176 -3.53252  0.71
55 O -4.24012 -1.86751 -4.48901  -0.36
56 C -4.23528 -3.29805 -4.61118  -0.34
57 C -5.30153 -3.92209 -3.73478  -0.99
58 C -3.04341 -1.94192 -2.34858  -0.83
59 H -3.23996 -3.70520 -4.41810  0.40
60 H -4.45968 -3.51574 -5.65785  0.26
61 H -5.12522 -3.71584 -2.67726  0.26
62 H -5.32980 -5.00487 -3.87537  0.33
63 H -6.28378 -3.50971 -3.97764  0.32
64 H -3.78155 -1.92638 -1.54501  0.21
65 H -2.13325 -1.44199 -2.01101  0.27
66 H -2.76238 -2.96991 -2.56958  0.33
67 O -1.58738 -6.21575 -5.17427  -0.59
68 C -2.32472 -6.58245 -6.06099  0.80
69 O -3.25563 -7.52113 -5.81919  -0.36
70 C -4.29337 -7.88610 -6.74179  -0.34
71 C -3.80428 -8.92663 -7.72789  -1.02
72 C -2.15449 -6.06715 -7.46239  -1.01
73 H -4.70976 -7.00365 -7.23321  0.31
74 H -5.09879 -8.31250 -6.14000  0.35
75 H -2.98536 -8.54627 -8.34164  0.27
76 H -4.61449 -9.24072 -8.38940  0.36
77 H -3.42232 -9.80281 -7.19883  0.30
78 H -1.38107 -6.64748 -7.96663  0.29
79 H -1.84346 -5.02208 -7.41026  0.30
80 H -3.06941 -6.08342 -8.05176  0.35

frontier orbital gap	7.784	eV
net charge	+1
E	-47920.8075	eV
LUMO energy	-0.13837	Eh

=====

Formula: C22H46BN4O8
Source: the Open Molecules 2025 dataset
Level of theory: ωB97M-V/def2-TZVPD

Each line ends with the Mulliken charge.
Element x y z (Å)
1 C -1.05815 0.37559 1.69840  -1.10
2 C 0.20217 -0.40290 1.20929  -0.33
3 C 0.55052 -1.58867 2.16579  -1.20
4 N 1.99976 -1.71432 2.44251  -0.03
5 C 2.40916 -1.08633 3.62092  0.55
6 C 1.90649 0.13444 4.03466  -0.10
7 C 2.36743 0.73309 5.18063  0.39
8 C 1.81084 2.07727 5.55607  -0.08
9 O 1.80316 2.96151 4.72233  -0.50
10 O 1.33492 2.27080 6.79038  -0.44
11 C 3.33262 0.08889 5.95125  -0.62
12 C 3.81140 -1.10494 5.52286  -0.25
13 N 3.34688 -1.66149 4.39393  0.22
14 C 3.95325 -2.96188 3.97994  -0.92
15 B 5.20640 -2.61256 3.00054  0.70
16 O 6.26088 -1.89493 3.55907  -0.54
17 O 5.23545 -2.96785 1.68418  -0.42
18 H -1.61854 0.68727 0.80260  0.17
19 H -0.78757 1.24715 2.30211  0.31
20 H -1.68995 -0.28393 2.30335  0.37
21 H 1.03923 0.30276 1.31926  0.43
22 H 0.09696 -0.73881 0.17782  0.36
23 H -0.03338 -1.52247 3.08684  0.46
24 H 0.23146 -2.49911 1.64473  0.45
25 H 2.52928 -1.38290 1.64151  0.30
26 H 1.16647 0.68965 3.46995  0.31
27 H 1.07450 3.20678 6.81221  0.38
28 H 3.71114 0.55016 6.85643  0.51
29 H 4.58188 -1.63266 6.07158  0.37
30 H 4.31376 -3.49234 4.86342  0.34
31 H 3.22097 -3.57141 3.44915  0.26
32 H 5.97098 -0.97353 3.59674  0.32
33 H 4.33535 -2.85723 1.34703  0.27
34 C -5.49994 5.56162 1.01891  -0.71
35 O -6.09233 5.09688 -0.17903  -0.34
36 C -5.56167 5.69636 -1.35695  -0.80
37 C -4.75787 4.69278 -2.16085  -0.18
38 N -3.50906 4.34844 -1.48709  -0.32
39 C -2.81171 3.20408 -2.06823  -0.71
40 C -3.51323 1.84656 -2.04263  -0.50
41 O -3.67090 1.29331 -0.74484  -0.36
42 C -4.81205 1.75167 -0.03550  -0.64
43 H -6.08905 5.17849 1.85113  0.24
44 H -4.47329 5.19429 1.12709  0.28
45 H -5.50215 6.65400 1.06439  0.34
46 H -4.97249 6.58848 -1.12695  0.40
47 H -6.41664 6.01161 -1.96081  0.40
48 H -4.52778 5.11969 -3.14108  0.38
49 H -5.39100 3.80939 -2.31176  0.17
50 H -3.70731 4.13958 -0.51772  0.06
51 H -1.87187 3.09971 -1.51793  0.36
52 H -2.54510 3.44578 -3.10177  0.41
53 H -2.87065 1.14441 -2.58219  0.31
54 H -4.46772 1.85251 -2.57963  0.39
55 H -5.64904 1.97600 -0.69913  0.35
56 H -4.56639 2.62753 0.56986  0.17
57 H -5.11716 0.96057 0.65093  0.29
58 C 0.48651 -1.08798 -5.75415  -0.69
59 O 0.57756 -2.50059 -5.77306  -0.34
60 C 1.89691 -2.99238 -5.98613  -0.81
61 C 2.43784 -3.64967 -4.73127  -0.17
62 N 2.71619 -2.66208 -3.69171  -0.27
63 C 2.98982 -3.23708 -2.37927  -0.71
64 C 1.87853 -4.03616 -1.69848  -0.58
65 O 0.75843 -3.25930 -1.30202  -0.29
66 C -0.20712 -3.03381 -2.32122  -0.71
67 H -0.56999 -0.82324 -5.76271  0.23
68 H 0.93820 -0.66912 -4.84782  0.28
69 H 0.96275 -0.64830 -6.63432  0.35
70 H 2.56779 -2.20869 -6.34865  0.41
71 H 1.82599 -3.75385 -6.76703  0.41
72 H 3.36170 -4.18211 -4.97372  0.38
73 H 1.69507 -4.38580 -4.39916  0.17
74 H 1.92061 -2.04339 -3.60710  0.03
75 H 3.24597 -2.39999 -1.72056  0.39
76 H 3.88375 -3.86435 -2.45183  0.38
77 H 2.29666 -4.44008 -0.77049  0.37
78 H 1.56006 -4.90356 -2.28540  0.35
79 H -0.27370 -3.87010 -3.01891  0.38
80 H 0.00867 -2.10938 -2.86168  0.18
81 H -1.17751 -2.90783 -1.83898  0.32

frontier orbital gap	5.982	eV
net charge	+1
E	-46570.0866	eV
LUMO energy	-0.15798	Eh

=====

Formula: C22H46BaBrP3
Source: the Open Molecules 2025 dataset
Level of theory: ωB97M-V/def2-TZVPD

Each line ends with the Mulliken charge.
Element x y z (Å)
1 Ba -0.79449 0.95465 0.05031  0.94
2 C -0.88027 3.14827 -1.05220  -0.03
3 C -1.73155 2.36685 -1.86419  1.13
4 C -2.84617 2.00193 -1.09110  0.77
5 C -2.70020 2.56644 0.19330  0.28
6 C -1.48447 3.28603 0.21591  0.34
7 C -0.73477 3.83274 1.41096  -0.98
8 C -3.72538 2.45421 1.29428  -1.73
9 C -4.10330 1.32918 -1.57002  -1.71
10 C -1.52776 2.12746 -3.34188  -1.89
11 C 0.54381 3.55709 -1.35049  -1.33
12 H 0.12430 3.19604 1.69685  -0.04
13 H -1.36567 3.92395 2.29293  0.33
14 H -0.32221 4.81634 1.18793  0.47
15 H -4.04215 1.42508 1.47683  0.30
16 H -4.61711 3.02221 1.02237  0.32
17 H -3.35930 2.85772 2.23822  0.37
18 H -4.41008 0.50516 -0.92301  0.31
19 H -3.98227 0.91958 -2.57213  0.40
20 H -4.92858 2.04275 -1.60141  0.35
21 H -1.78203 3.03380 -3.89350  0.35
22 H -2.16712 1.33256 -3.71742  0.37
23 H -0.49928 1.86984 -3.60426  0.31
24 H 1.28476 3.05594 -0.69725  0.16
25 H 0.67901 4.62701 -1.19547  0.35
26 H 0.82247 3.33642 -2.38025  0.37
27 C 2.18300 -2.86888 1.25283  -1.29
28 P 2.06722 -1.14516 1.86268  0.71
29 C 3.80674 -0.94180 2.42566  -1.44
30 C 1.24392 -1.49357 3.47236  -0.95
31 C 1.03393 -0.23449 4.32262  -1.36
32 P -0.22931 0.90072 3.63412  0.94
33 C -1.76507 0.15460 4.29116  -1.35
34 C -0.02977 2.30977 4.78824  -1.47
35 H 2.60979 -3.52581 2.01774  0.56
36 H 2.81890 -2.90513 0.36482  0.23
37 H 1.18749 -3.21892 0.97297  0.29
38 H 4.08561 -1.69809 3.16509  0.36
39 H 3.97192 0.04999 2.85233  0.38
40 H 4.47177 -1.03810 1.56351  0.41
41 H 1.84419 -2.23332 4.01054  0.52
42 H 0.28563 -1.96142 3.23155  0.40
43 H 1.96733 0.33374 4.40380  0.41
44 H 0.73278 -0.48866 5.34342  0.50
45 H -1.69378 -0.02179 5.36925  0.42
46 H -1.96373 -0.78224 3.76868  0.34
47 H -2.61190 0.81765 4.09402  0.34
48 H -0.04208 1.97774 5.82950  0.44
49 H -0.83653 3.03151 4.64544  0.38
50 H 0.91421 2.82146 4.59106  0.36
51 Br -1.52662 -1.69730 0.95665  -0.78
52 C 1.78105 -4.86920 -3.37386  -1.28
53 C 1.49540 -4.21187 -2.02295  -0.70
54 P 0.94747 -2.45789 -2.07215  0.73
55 C -0.35434 -2.53530 -3.37127  -0.96
56 C -1.24188 -1.29332 -3.32014  -0.76
57 C 2.35789 -1.66491 -2.97390  -0.97
58 C 2.50846 -0.18800 -2.58953  -0.54
59 H 2.18978 -5.87548 -3.25083  0.41
60 H 2.50657 -4.29434 -3.95490  0.26
61 H 0.87632 -4.96203 -3.97897  0.29
62 H 2.38201 -4.24560 -1.38448  0.34
63 H 0.72307 -4.76238 -1.47655  0.44
64 H -0.94640 -3.43450 -3.17586  0.46
65 H 0.09031 -2.65268 -4.36227  0.52
66 H -1.71605 -1.19456 -2.33830  0.19
67 H -2.03718 -1.31452 -4.06975  0.45
68 H -0.65673 -0.39168 -3.50491  -0.05
69 H 2.23248 -1.76272 -4.05601  0.45
70 H 3.26392 -2.21882 -2.71398  0.47
71 H 1.64692 0.40050 -2.92861  -0.08
72 H 3.39781 0.26803 -3.03002  0.43
73 H 2.57729 -0.07048 -1.50613  0.05

frontier orbital gap	7.850	eV
net charge	0
E	-122164.8854	eV
LUMO energy	0.00953	Eh